Entry 1:
The following is a quantum chemistry calculation of C10H19ClDyNPb as an isolated structure in a non-equilibrium geometry, from the Open Molecules 2025 dataset.

Structure (XYZ):
```
33
Properties=species:S:1:pos:R:3
Dy -0.138 -0.096 0.720
Cl 0.894 0.793 -1.350
C 1.740 -0.238 1.925
H 1.385 -0.873 2.774
H 2.088 0.732 2.327
H 2.605 -0.742 1.473
Pb -0.081 3.164 -0.306
C 1.864 4.107 -0.763
C -1.515 3.264 -2.011
C -1.023 4.253 1.286
H -2.339 2.559 -1.835
H -1.877 4.303 -2.043
H -0.921 2.991 -2.894
H 2.586 3.844 0.026
H 2.165 3.693 -1.739
H 1.693 5.196 -0.799
H -0.340 4.920 1.856
H -2.110 4.435 1.181
C 2.138 -3.089 -0.311
C 0.674 -3.302 -0.144
C -0.085 -4.473 -0.243
C -1.444 -4.133 -0.029
C -1.497 -2.761 0.227
C -2.672 -1.900 0.486
N -0.212 -2.258 0.102
H 2.569 -4.072 -0.584
H 2.603 -2.730 0.629
H 2.341 -2.357 -1.118
H 0.342 -5.433 -0.475
H -2.316 -4.772 -0.037
H -3.395 -1.984 -0.333
H -3.197 -2.229 1.387
H -2.524 -0.812 0.616
```

Computed properties:
Net charge: -2
2S+1: 6
Kohn-Sham gap (alpha / beta), eV: 4.3 / 3.8

Entry 2:
The following is a quantum chemistry calculation of an isolated ion of composition C10H19IN5O and charge +1 in a non-equilibrium geometry, from the Open Molecules 2025 dataset.

Structure (XYZ):
```
36
Properties=species:S:1:pos:R:3
H 2.975 0.852 4.066
N 1.955 1.053 4.170
C 1.565 1.362 2.954
C 0.029 1.739 2.579
C -0.446 0.558 1.576
N -1.336 -0.526 1.833
N -1.934 -0.670 3.066
N -1.390 -1.282 0.700
C -0.530 -0.674 -0.287
C -0.276 -1.289 -1.763
C -0.232 -2.905 -1.745
C -1.709 -3.548 -1.463
O 0.656 -3.265 -0.634
N 0.118 0.550 0.239
C 1.075 1.485 -0.415
C 0.720 1.841 -1.947
C 0.535 3.445 -2.163
I 2.376 1.277 -3.303
H 2.288 1.341 2.050
H -0.616 1.760 3.538
H -0.042 2.770 2.093
H -2.168 -1.663 3.234
H -2.846 -0.164 3.056
H -0.991 -0.856 -2.538
H 0.800 -0.953 -2.032
H 0.196 -3.309 -2.742
H -1.878 -4.403 -2.213
H -1.671 -4.002 -0.401
H -2.536 -2.746 -1.539
H 0.884 -4.223 -0.700
H 2.160 1.129 -0.359
H 1.016 2.483 0.164
H -0.277 1.379 -2.302
H 0.434 3.644 -3.289
H -0.403 3.838 -1.645
H 1.498 3.973 -1.834
```

Computed properties:
Net charge: +1
2S+1: 1
Kohn-Sham gap, eV: 9.2
Structure (SMILES): [H]/N=C/Cc1n(N)nc(C[C@H](C)O)[n+]1C[C@@H](C)I

Entry 3:
The following is a quantum chemistry calculation of a 2-piece molecular cluster, C10H19N2 overall in a non-equilibrium geometry, from the Open Molecules 2025 dataset.

Structure (XYZ):
```
31
Properties=species:S:1:pos:R:3
C -0.422 1.121 -3.688
C -1.902 -0.923 -1.240
C 0.026 0.242 -2.528
C -0.839 -0.275 -1.686
C 0.114 -1.860 0.937
C -0.486 2.020 0.978
C 1.156 0.952 2.419
C 1.648 -0.419 -0.082
C -0.006 0.662 1.518
C 0.523 -0.485 0.668
N -1.168 -2.103 1.231
N 0.853 -2.975 0.767
H -1.179 0.647 -4.233
H -0.744 2.121 -3.174
H -2.324 -0.322 -0.532
H -2.363 -1.845 -1.530
H 1.038 0.020 -2.421
H -1.462 1.901 0.342
H -0.866 2.627 1.800
H 0.115 2.627 0.271
H 2.064 1.268 1.858
H 1.087 1.722 3.295
H 1.622 0.094 2.927
H 0.455 1.427 -4.418
H 1.959 -1.363 -0.489
H 2.174 0.466 -0.325
H -0.877 0.322 2.057
H -1.676 -1.251 1.327
H -1.568 -3.014 1.555
H 1.835 -2.933 0.563
H 0.568 -3.900 0.918
```

Computed properties:
Energy above the lowest of the compared OMol25 structures with the same formula, charge and spin, eV: 4.640
Net charge: +1
2S+1: 1
Kohn-Sham gap, eV: 8.3

Entry 4:
The following is a quantum chemistry calculation of C10H19NO5Ti as an isolated structure in a non-equilibrium geometry, from the Open Molecules 2025 dataset.

Structure (XYZ):
```
36
Properties=species:S:1:pos:R:3
Ti -0.526 0.023 0.032
O 1.983 -0.250 -0.387
C 2.948 -1.338 -0.587
C 3.346 -2.326 0.586
O 3.544 -1.685 1.810
H 3.833 -0.771 -0.875
H 2.681 -1.853 -1.510
H 4.215 -2.878 0.230
H 2.671 -3.125 0.892
O 2.062 -0.110 4.246
C 0.710 0.089 4.577
C -0.313 0.010 3.448
O -0.104 0.639 2.207
H 0.601 1.105 4.955
H 0.561 -0.606 5.404
H -1.237 0.431 3.844
H -0.499 -1.057 3.320
N -3.333 0.204 1.105
C -3.181 -0.749 0.156
C -2.926 0.032 -1.020
C -2.718 1.352 -0.756
C -2.942 1.464 0.604
H -3.619 0.083 2.066
H -3.381 -1.806 0.247
H -2.816 -0.470 -1.970
H -2.522 2.156 -1.450
H -3.102 2.347 1.204
C 0.802 1.572 -4.140
C -0.027 0.488 -3.567
O 0.040 0.635 -2.207
H 0.737 1.733 -5.216
H 1.825 1.536 -3.766
H 0.461 2.518 -3.720
H 0.326 -0.491 -3.893
H -1.031 0.625 -3.970
H 0.936 0.472 -1.901
```

Computed properties:
Net charge: -2
2S+1: 5
Kohn-Sham gap (alpha / beta), eV: 3.3 / 3.2

Entry 5:
The following is a quantum chemistry calculation of C10H19NO6P2PtTe as an isolated structure in a non-equilibrium geometry, from the Open Molecules 2025 dataset.

Structure (XYZ):
```
40
Properties=species:S:1:pos:R:3
Pt 0.446 0.060 -0.060
N -4.118 1.194 1.113
C -3.052 0.116 1.191
C -3.549 -1.030 2.057
P -1.530 0.935 1.841
O -2.118 1.602 3.152
O -0.485 -0.134 2.042
O -1.167 1.965 0.811
P -2.654 -0.356 -0.562
O -3.763 -1.407 -0.942
O -1.288 -1.021 -0.595
O -2.811 0.901 -1.371
H -4.158 1.727 1.988
H -5.042 0.786 0.947
H -3.898 1.826 0.333
H -3.789 -0.681 3.063
H -2.759 -1.775 2.146
H -4.427 -1.507 1.620
H -1.524 1.755 3.900
H -3.478 -2.314 -1.117
C -1.819 3.662 -1.680
Te -0.636 1.971 -2.079
C -1.388 1.460 -3.980
H -2.857 3.364 -1.800
H -1.539 4.424 -2.405
H -1.597 3.979 -0.665
H -1.042 2.221 -4.678
H -2.472 1.443 -3.911
H -1.001 0.483 -4.258
C 4.882 -0.468 -1.174
C 4.261 0.726 -1.544
C 2.902 0.886 -1.370
C 2.195 -0.161 -0.743
C 2.805 -1.392 -0.411
C 4.164 -1.520 -0.600
H 5.944 -0.586 -1.346
H 4.846 1.527 -1.976
H 2.421 1.819 -1.635
H 2.223 -2.201 0.017
H 4.667 -2.437 -0.325
```

Computed properties:
Energy above the lowest of the compared OMol25 structures with the same formula, charge and spin, eV: 1.970
Net charge: +2
2S+1: 1
Kohn-Sham gap (alpha / beta), eV: 5.2 / 5.2

Entry 6:
The following is a quantum chemistry calculation of a 2-piece molecular cluster, C10H20 overall in a non-equilibrium geometry, from the Open Molecules 2025 dataset.

Structure (XYZ):
```
30
Properties=species:S:1:pos:R:3
C 1.775 0.903 -0.926
C 1.698 -0.600 -1.135
C 2.385 -1.228 0.043
C 1.862 -0.341 1.116
C 1.657 1.188 0.620
H 2.800 1.185 -1.322
H 0.989 1.569 -1.505
H 2.204 -0.810 -2.125
H 0.581 -0.922 -1.179
H 3.424 -0.913 -0.088
H 2.227 -2.314 0.364
H 2.456 -0.183 2.059
H 0.822 -0.721 1.295
H 2.688 1.619 0.822
H 0.877 1.901 1.051
C -1.695 0.098 1.384
C -1.549 1.283 0.216
C -1.883 0.563 -1.027
C -2.652 -0.738 -0.656
C -1.712 -1.175 0.448
H -0.824 0.231 2.029
H -2.426 0.066 2.144
H -0.434 1.595 0.054
H -2.233 2.201 0.396
H -0.962 0.022 -1.621
H -2.333 1.204 -1.689
H -2.631 -1.395 -1.603
H -3.715 -0.513 -0.382
H -0.702 -1.408 -0.025
H -2.117 -2.134 0.824
```

Computed properties:
Energy above the lowest of the compared OMol25 structures with the same formula, charge and spin, eV: 3.231
2S+1: 1
Kohn-Sham gap, eV: 11.2
Structure (SMILES): C1CCCC1.C1CCCC1

Entry 7:
The following is a quantum chemistry calculation of a 5-piece molecular cluster, C10H20Cl10 overall in a non-equilibrium geometry, from the Open Molecules 2025 dataset.

Structure (XYZ):
```
40
Properties=species:S:1:pos:R:3
Cl -5.155 -0.842 -4.553
C -3.461 -0.326 -4.250
C -2.662 -0.195 -5.526
Cl -3.124 1.236 -6.478
H -2.991 -1.038 -3.577
H -3.570 0.621 -3.726
H -2.752 -1.161 -6.024
H -1.607 -0.064 -5.292
Cl -2.901 -0.319 3.211
C -3.153 -2.054 2.863
C -1.885 -2.850 3.042
Cl -1.471 -2.962 4.804
H -3.521 -2.151 1.841
H -3.970 -2.396 3.492
H -0.995 -2.396 2.620
H -1.933 -3.888 2.727
Cl 0.941 6.653 1.289
C 2.140 5.497 0.620
C 2.985 6.170 -0.445
Cl 2.214 6.407 -1.999
H 1.588 4.674 0.169
H 2.692 5.171 1.495
H 3.837 5.506 -0.610
H 3.385 7.087 -0.013
Cl 4.673 -3.913 0.646
C 3.720 -2.916 1.755
C 2.410 -3.500 2.188
Cl 1.121 -3.207 0.989
H 3.618 -1.942 1.277
H 4.284 -2.655 2.655
H 2.087 -2.972 3.087
H 2.472 -4.547 2.472
Cl 1.149 1.750 -0.155
C 0.853 0.032 0.065
C -0.606 -0.357 -0.064
Cl -1.294 0.021 -1.656
H 1.319 -0.317 0.985
H 1.479 -0.476 -0.672
H -1.249 0.056 0.711
H -0.666 -1.439 0.038
```

Computed properties:
Energy above the lowest of the compared OMol25 structures with the same formula, charge and spin, eV: 0.542
2S+1: 1
Kohn-Sham gap, eV: 10.9
Structure (SMILES): ClCCCl.ClCCCl.ClCCCl.ClCCCl.ClCCCl

Entry 8:
The following is a quantum chemistry calculation of C10H20Cl3GaNO as an isolated structure in a non-equilibrium geometry, from the Open Molecules 2025 dataset.

Structure (XYZ):
```
36
Properties=species:S:1:pos:R:3
C 2.626 1.973 1.349
C 2.178 2.063 0.233
C 1.459 2.029 -1.049
C 0.408 0.863 -1.037
C -1.062 1.342 -0.913
Ga -2.166 0.369 0.516
C -3.857 1.503 0.857
N -3.393 2.871 1.319
C -2.594 -1.606 0.081
O -1.809 -2.609 0.780
C -0.428 -2.351 0.670
C 0.400 -3.627 0.811
H 3.087 1.835 2.300
H 2.219 1.770 -1.795
H 1.003 3.002 -1.232
H 0.635 0.278 -0.143
H 0.543 0.288 -1.956
H -1.026 2.401 -0.615
H -1.554 1.350 -1.895
H -1.321 0.420 1.901
H -4.424 1.066 1.685
H -4.464 1.627 -0.044
H -3.046 3.326 0.478
H -2.538 2.690 1.843
H -2.622 -1.848 -0.997
H -3.618 -1.776 0.441
H -0.097 -1.645 1.443
H -0.243 -1.912 -0.320
H 0.523 -4.150 -0.142
H 1.414 -3.348 1.122
H 0.003 -4.298 1.575
C 4.770 -0.729 -1.555
Cl 4.319 0.562 -0.436
Cl 6.271 -1.533 -1.049
Cl 3.459 -1.901 -1.698
H 4.941 -0.294 -2.531
```

Computed properties:
Energy above the lowest of the compared OMol25 structures with the same formula, charge and spin, eV: 0.000
Net charge: -1
2S+1: 1
Kohn-Sham gap, eV: 6.1

Entry 9:
The following is a quantum chemistry calculation of a 6-piece molecular cluster, C10H20Cl8O2 overall in a non-equilibrium geometry, from the Open Molecules 2025 dataset.

Structure (XYZ):
```
40
Properties=species:S:1:pos:R:3
C 0.167 0.057 0.988
C -0.755 -0.543 2.080
C -0.517 -0.229 3.552
O -1.690 -1.273 1.755
H -0.201 -0.051 -0.032
H 1.109 -0.489 1.047
H 0.325 1.130 1.097
H -1.207 -0.796 4.176
H -0.961 0.754 3.709
H 0.483 -0.124 3.974
C 3.371 3.029 -4.121
C 2.471 2.627 -3.036
C 2.523 1.203 -2.569
O 1.690 3.421 -2.577
H 3.533 4.088 -3.918
H 3.019 2.766 -5.118
H 4.314 2.526 -3.907
H 2.107 1.067 -1.571
H 3.577 0.941 -2.476
H 2.094 0.528 -3.310
Cl -3.478 -0.771 -1.202
C -2.084 -0.578 -2.291
Cl -1.680 1.148 -2.689
H -1.161 -0.939 -1.838
H -2.265 -1.086 -3.239
Cl -3.241 4.786 2.305
C -1.656 4.863 1.419
Cl -0.845 3.314 1.791
H -1.789 4.959 0.342
H -1.009 5.676 1.749
Cl -1.383 -4.218 -0.528
C 0.333 -4.042 -0.276
Cl 1.011 -2.533 -0.751
H 0.407 -4.185 0.802
H 0.827 -4.896 -0.741
Cl -2.034 -5.828 2.289
C -1.588 -4.291 3.101
Cl 0.071 -4.380 3.848
H -1.565 -3.563 2.290
H -2.323 -4.069 3.875
```

Computed properties:
2S+1: 1
Kohn-Sham gap, eV: 10.2
Structure (SMILES): CC(C)=O.CC(C)=O.ClCCl.ClCCl.ClCCl.ClCCl

Entry 10:
The following is a quantum chemistry calculation of C10H20ClIrN7O6SSi as an isolated structure in a non-equilibrium geometry, from the Open Molecules 2025 dataset.

Structure (XYZ):
```
47
Properties=species:S:1:pos:R:3
Ir -0.676 0.812 0.244
N -0.912 0.559 2.428
N -1.854 -0.403 2.829
C -2.432 -1.150 1.874
N -3.434 -1.936 2.186
N -1.799 -1.038 0.682
N -2.199 -1.819 -0.387
O -1.492 -1.682 -1.368
O -3.096 -2.617 -0.281
H -0.054 0.425 2.961
H -1.280 1.494 2.616
H -2.294 -0.269 3.729
H -3.836 -1.917 3.112
H -3.855 -2.514 1.473
C 2.504 2.228 -0.622
Si 1.740 0.980 0.515
C 2.127 1.310 2.310
C 2.273 -0.744 0.076
C 3.671 -0.867 0.128
C 4.293 -2.078 -0.131
C 3.534 -3.193 -0.454
C 2.152 -3.093 -0.515
C 1.535 -1.880 -0.250
H 3.552 2.286 -0.311
H 2.093 3.236 -0.564
H 2.455 1.882 -1.652
H 3.201 1.512 2.365
H 1.943 0.423 2.922
H 1.629 2.176 2.753
H 4.296 -0.014 0.374
H 5.371 -2.149 -0.082
H 4.020 -4.138 -0.659
H 1.557 -3.960 -0.770
H 0.455 -1.837 -0.313
O -3.645 1.719 1.684
Cl -3.138 2.293 0.491
O -3.639 3.551 0.169
O -3.132 1.368 -0.609
O -1.549 2.488 0.809
N -1.718 -0.017 -3.505
C -1.133 1.145 -3.335
N -0.980 1.967 -4.367
S -0.485 1.811 -1.865
H -2.062 -0.288 -4.414
H -1.851 -0.658 -2.737
H -1.304 1.725 -5.291
H -0.550 2.870 -4.246
```

Computed properties:
Energy above the lowest of the compared OMol25 structures with the same formula, charge and spin, eV: 0.000
Net charge: +2
2S+1: 2
Kohn-Sham gap (alpha / beta), eV: 6.3 / 5.9

Entry 11:
The following is a quantum chemistry calculation of an isolated ion of composition C10H20IN4O2 and charge +1 in a non-equilibrium geometry, from the Open Molecules 2025 dataset.

Structure (XYZ):
```
37
Properties=species:S:1:pos:R:3
C 4.175 2.025 1.227
C 4.109 0.750 0.350
O 2.828 0.118 0.405
C 2.906 -1.256 0.047
C 1.797 -1.582 -1.002
O 0.660 -0.812 -0.622
C -0.458 -1.045 -1.439
N -1.574 -1.417 -0.559
N -1.937 -2.635 -0.533
N -2.910 -2.724 0.354
C -3.105 -1.500 0.854
C -4.125 -1.293 1.928
N -2.252 -0.616 0.251
C -2.153 0.811 0.564
I -4.089 1.843 0.558
C -1.197 1.674 -0.285
C -1.796 1.956 -1.719
H 3.195 2.320 1.624
H 4.853 1.838 2.075
H 4.627 2.854 0.665
H 4.932 0.087 0.665
H 4.285 1.059 -0.697
H 3.905 -1.546 -0.304
H 2.639 -1.846 0.945
H 1.620 -2.669 -0.921
H 2.196 -1.298 -1.991
H -0.674 -0.233 -2.144
H -0.237 -1.937 -2.045
H -5.072 -1.021 1.429
H -4.307 -2.236 2.456
H -3.872 -0.459 2.591
H -1.837 0.900 1.613
H -0.160 1.316 -0.332
H -1.162 2.661 0.200
H -2.319 2.912 -1.770
H -1.018 1.888 -2.496
H -2.476 1.113 -1.941
```

Computed properties:
Net charge: +1
2S+1: 1
Kohn-Sham gap, eV: 8.1
Structure (SMILES): CCOCCOCn1nnc(C)[n+]1[C@H](I)CC

Entry 12:
The following is a quantum chemistry calculation of C10H20InOSn as an isolated structure in a non-equilibrium geometry, from the Open Molecules 2025 dataset.

Structure (XYZ):
```
33
Properties=species:S:1:pos:R:3
C -0.103 0.635 3.746
C -0.355 1.911 3.172
C -0.717 3.294 2.304
In 0.373 3.255 0.279
O -0.924 2.356 -1.118
C -0.237 1.112 -1.600
C -1.234 -0.144 -1.257
C -2.126 0.150 0.117
C -0.499 -1.606 -1.147
C 0.811 -1.654 -0.162
C 0.992 -3.212 0.418
C 2.200 -1.381 -1.053
H 0.239 -0.502 3.849
H -0.236 4.176 2.936
H -1.872 3.461 2.182
H 0.949 4.898 -0.238
H 1.863 2.252 0.552
H -0.098 1.289 -2.771
H 0.793 1.092 -1.019
H -2.025 -0.225 -2.147
H -2.716 -0.868 0.317
H -2.922 0.958 -0.179
H -1.436 0.460 1.024
H -1.331 -2.383 -0.789
H -0.132 -1.960 -2.222
H 0.766 -0.933 0.759
H 1.939 -3.282 1.141
H 0.038 -3.597 0.985
H 1.128 -3.907 -0.544
H 3.101 -1.098 -0.330
H 2.017 -0.553 -1.880
H 2.464 -2.374 -1.660
Sn -0.711 -1.619 -3.665
```

Computed properties:
Energy above the lowest of the compared OMol25 structures with the same formula, charge and spin, eV: 5.242
Net charge: +1
2S+1: 1
Kohn-Sham gap, eV: 2.4

Entry 13:
The following is a quantum chemistry calculation of an isolated ion of composition C10H20N2 and charge +2 in a non-equilibrium geometry, from the Open Molecules 2025 dataset.

Structure (XYZ):
```
32
Properties=species:S:1:pos:R:3
C 1.803 -0.464 0.450
C 3.966 0.343 -0.727
C -0.154 0.045 -0.276
C 2.633 -1.628 0.411
C 0.190 0.587 -1.665
C 1.050 1.784 1.327
C -1.123 -2.044 0.748
C -3.131 0.924 -0.417
C 0.663 0.356 0.917
C -1.370 -0.820 -0.077
N 2.968 -0.263 -0.177
N -2.473 0.011 0.519
H 4.916 -0.297 -0.836
H 3.882 1.332 -1.070
H 3.230 -1.629 1.311
H 2.414 -2.544 -0.126
H 0.501 -0.182 -2.411
H -0.760 0.976 -2.115
H 0.841 1.431 -1.473
H 0.124 2.357 1.801
H 1.722 1.861 2.246
H 1.614 2.315 0.568
H -0.041 -2.205 0.782
H -1.629 -1.979 1.743
H -1.553 -2.866 0.078
H -4.104 1.101 0.028
H -2.508 1.849 -0.436
H -3.086 0.608 -1.559
H 0.112 -0.331 1.637
H -1.919 -1.073 -0.977
H -2.007 0.517 1.333
H -3.263 -0.508 1.020
```

Computed properties:
Energy above the lowest of the compared OMol25 structures with the same formula, charge and spin, eV: 4.117
Net charge: +2
2S+1: 1
Kohn-Sham gap (alpha / beta), eV: 7.7 / 7.3